# 1
Formula: C18H36O10S2V
Source: OMol25
Level of theory: ωB97M-V with the def2-TZVPD basis set

Positions of all 67 atoms, in Å:
O 17.686 9.917 -9.393
H 6.572 8.827 -5.251
H 6.144 6.677 -6.610
H 10.895 10.443 -10.745
H 16.155 7.528 -7.018
C 16.286 13.484 -6.854
H 11.263 10.458 -12.897
H 9.348 7.727 -9.138
V 13.002 10.851 -7.877
C 11.040 12.482 -11.499
H 7.613 6.046 -8.357
H 14.610 14.557 -5.156
C 15.835 10.426 -3.675
C 14.819 13.738 -7.038
H 10.216 12.308 -12.190
C 14.060 13.888 -5.819
H 16.678 14.348 -6.317
O 15.168 8.078 -4.963
C 18.301 11.116 -8.820
H 15.350 10.982 -2.874
H 11.449 7.148 -2.694
H 19.985 9.812 -8.067
H 12.540 5.856 -2.419
H 9.475 9.877 -8.183
H 16.267 11.096 -4.419
H 20.177 11.647 -8.207
S 16.246 9.248 -8.938
C 8.662 7.882 -8.319
H 10.862 13.183 -10.683
O 14.193 12.833 -7.933
O 15.772 8.265 -9.925
S 14.611 9.342 -4.571
O 12.762 11.314 -10.142
H 12.415 6.700 -3.930
C 6.952 7.341 -6.879
H 13.023 10.790 -12.742
H 17.981 11.499 -7.851
H 20.235 10.786 -9.627
H 12.347 9.414 -11.880
H 8.007 10.563 -6.235
H 16.814 13.493 -7.808
H 11.763 13.081 -12.054
H 13.607 8.188 -1.557
C 16.821 8.311 -7.379
O 15.430 10.328 -8.499
H 14.703 14.688 -7.561
C 7.799 7.007 -7.902
C 19.790 10.722 -8.634
H 13.944 12.989 -5.214
H 16.960 9.049 -6.588
O 12.937 9.214 -7.909
C 7.970 9.579 -6.679
H 17.735 7.749 -7.571
C 11.675 11.139 -11.052
O 13.450 9.023 -3.361
C 8.750 9.170 -7.809
O 11.711 11.334 -7.113
C 13.623 7.798 -2.575
C 12.487 6.854 -2.853
H 13.087 14.245 -6.156
O 13.979 10.347 -5.530
H 16.631 9.766 -3.328
C 7.033 8.571 -6.193
H 14.648 7.437 -2.653
C 12.130 10.420 -12.237
H 16.676 12.599 -6.351
H 18.125 11.974 -9.469

Cartesian forces, eV/Å:
O -0.68 -0.46 -0.02
H -0.76 -0.40 -0.11
H 0.06 -0.35 0.26
H -0.76 0.16 1.08
H -0.71 0.62 -0.48
C 1.35 0.79 -0.17
H 0.05 -0.59 -0.75
H 0.06 -0.49 -0.12
V 1.03 0.82 -3.29
C 0.80 0.24 0.25
H 0.39 -0.16 -0.25
H -0.30 0.82 0.30
C -0.03 -1.27 -0.41
C -1.00 -2.75 -3.64
H -0.53 0.19 0.23
C -0.75 0.16 2.09
H 0.41 0.25 0.38
O 0.10 0.30 0.46
C 0.50 -1.27 0.54
H -0.09 -0.21 -0.21
H 0.29 0.93 0.76
H -0.13 0.26 -0.14
H 0.56 0.05 0.26
H 0.26 -0.05 -0.17
H -0.38 -0.02 -0.11
H 0.55 -0.26 0.81
S -0.83 -1.57 0.92
C 3.65 3.53 -2.26
H -0.75 -0.47 0.35
O 0.70 -0.25 1.03
O 1.96 2.08 1.56
S -3.26 4.62 -1.73
O -1.57 -0.25 -0.03
H 0.51 -0.18 -0.25
C -1.27 1.22 2.08
H 0.04 0.40 0.08
H -0.99 -0.88 0.07
H 0.27 -0.97 -0.05
H 0.04 -0.26 -0.45
H 0.31 -0.04 -0.02
H -0.23 0.01 -0.31
H 0.53 -0.31 -0.42
H -0.33 -0.11 0.30
C 0.08 0.07 -1.09
O 0.66 -0.13 -0.29
H 0.64 0.91 -0.08
C -3.20 -2.89 0.94
C -0.88 2.21 -1.29
H -0.18 -0.44 -0.40
H 0.02 0.04 -0.26
O 0.66 -1.34 -0.14
C -0.82 -3.21 -1.31
H 0.33 0.49 -0.37
C 2.07 1.86 2.41
O 1.65 -0.19 -1.22
C -0.71 1.54 2.28
O -2.57 1.52 1.58
C -0.24 1.61 0.79
C -0.59 -0.98 -1.40
H -0.15 0.07 0.66
O 2.22 -3.90 3.74
H -0.04 0.03 0.36
C 2.27 1.34 -1.25
H -0.27 -0.58 -0.67
C 0.46 -1.20 -1.34
H -0.71 -0.43 0.33
H 0.25 -0.30 -0.41

<S²>	0.76
multiplicity	2
frontier orbital gap (alpha / beta)	2.45 / 4.06	eV
charge	-2
HOMO level (alpha / beta)	1.339 / -0.365	eV

# 2
Formula: C6H12N2
Source: OMol25
Level of theory: ωB97M-V with the def2-TZVPD basis set

Positions of all 20 atoms, in Å:
H 2.237 -0.620 -0.037
H -0.124 1.675 -1.678
H -1.471 1.549 -0.759
C -0.118 -2.159 -0.879
C 1.538 -0.017 -0.603
C 0.107 0.407 -0.110
H 2.029 1.891 -1.224
C 0.140 -0.879 -0.654
H -2.158 0.176 2.613
C -0.352 0.123 1.424
H 0.585 -2.760 -1.448
H 0.009 1.020 1.940
N -0.459 1.616 -0.716
H -2.416 0.691 0.953
H 0.164 -0.741 1.851
H 3.179 0.789 -1.573
H -2.199 -1.023 1.302
N 2.175 0.921 -1.495
H -1.003 -2.639 -0.483
C -1.865 -0.020 1.576

Cartesian forces, eV/Å:
H -0.25 0.36 0.77
H -0.14 -0.01 0.17
H 0.10 -0.08 0.05
C -0.08 0.74 0.29
C -2.15 -0.19 0.34
C -0.68 -0.30 4.00
H -0.08 -0.32 0.18
C 2.72 -1.21 -4.27
H 0.01 -0.14 -0.15
C 0.82 2.32 -0.87
H -0.02 -0.03 0.31
H -0.21 -0.10 0.44
N 0.62 -0.85 0.03
H 0.07 -0.01 0.10
H 0.07 0.13 -0.40
H -0.40 -0.27 0.00
H 0.00 0.06 0.02
N -0.22 -0.01 -0.65
H -0.29 -0.07 -0.26
C 0.10 0.00 -0.09

energy above the lowest of the compared OMol25 structures with the same formula, charge and spin	3.417	eV
frontier orbital gap	8.78	eV
HOMO level	-7.821	eV
structure (SMILES)	C=C1[C@@H](N)[C@]1(N)CC

# 3
Formula: C36H66N6O6S6
Source: OMol25
Level of theory: ωB97M-V with the def2-TZVPD basis set

Positions of all 120 atoms, in Å:
H 6.277 -14.039 -16.312
C 3.903 -15.491 -30.787
H 12.612 -16.339 -21.964
H -1.843 -18.938 -22.857
C 6.487 -13.741 -23.323
H 9.355 -13.163 -23.418
C -0.222 -9.865 -27.295
H 7.760 -5.100 -21.547
H 16.154 -10.689 -16.679
S 7.300 -12.219 -23.948
H 11.257 -12.208 -31.210
H 15.167 -11.908 -15.819
H 13.921 -5.075 -24.077
H 14.553 -5.874 -26.574
N 9.684 -6.986 -19.622
O 9.601 -17.270 -30.485
N 3.289 -22.487 -24.097
H 4.026 -21.176 -25.606
H 11.036 -11.164 -32.663
H 5.461 -13.606 -23.663
H 8.407 -8.636 -19.018
H 14.831 -8.719 -26.347
C 3.653 -16.359 -29.655
C 11.767 -18.135 -22.972
S 8.964 -16.955 -29.097
H 15.319 -10.081 -15.264
H 6.492 -7.257 -20.369
C 13.909 -11.958 -18.078
H 0.483 -10.223 -25.300
H 12.433 -18.244 -23.815
C 11.125 -10.387 -29.022
H 12.987 -12.080 -18.647
C 14.026 -6.085 -24.444
C 11.832 -17.076 -22.087
C 8.874 -12.255 -23.054
H 3.189 -17.334 -29.667
C 15.286 -10.847 -16.039
C 3.313 -22.305 -22.739
C 7.513 -6.931 -20.231
C 13.950 -7.179 -23.589
C -1.168 -17.387 -25.282
C -0.900 -18.403 -22.745
H 14.129 -9.226 -24.084
H 10.284 -5.133 -20.475
H 9.711 -13.209 -13.713
C 7.057 -14.336 -15.610
H -0.334 -17.890 -25.772
C 3.881 -15.697 -28.474
H 6.568 -13.808 -22.238
H 4.874 -13.808 -28.196
N 4.534 -14.529 -28.815
S 13.809 -10.401 -17.081
S -0.842 -16.724 -23.628
S 8.591 -13.432 -16.015
H 10.474 -14.293 -14.722
H 4.426 -20.999 -21.396
C 11.230 -11.187 -31.591
H 12.032 -9.803 -29.183
O 10.295 -8.828 -31.044
C 10.011 -18.262 -21.472
H 4.902 -13.507 -30.550
C 0.391 -10.606 -26.305
C 9.468 -13.998 -14.425
H 2.722 -23.202 -24.531
N 0.662 -11.863 -26.761
H 0.874 -12.663 -26.182
H 0.412 -12.832 -28.589
H 2.751 -22.956 -22.085
C 8.473 -7.670 -19.497
H 9.486 -11.400 -23.341
C 0.320 -11.867 -28.111
H 13.775 -7.305 -22.531
H -1.940 -18.147 -25.163
H -0.669 -8.884 -27.224
H 7.068 -14.569 -23.729
C 14.534 -7.940 -25.660
C 4.587 -20.679 -23.612
H 9.263 -19.348 -28.610
C 4.554 -14.461 -30.183
C 8.525 -18.586 -28.362
O 9.203 -14.178 -17.206
N 14.185 -8.259 -24.373
O 7.632 -12.469 -25.429
C 9.435 -5.793 -20.371
H -0.896 -18.125 -21.691
H 11.434 -11.410 -28.805
H 7.193 -15.414 -15.693
H 9.077 -18.353 -20.937
C -0.245 -10.655 -28.435
H 13.990 -12.833 -17.433
H -0.684 -10.371 -29.380
H 11.156 -16.022 -28.361
C 10.432 -16.709 -27.923
C 4.189 -21.273 -22.413
H 12.231 -10.780 -31.446
C 10.654 -18.877 -22.613
C 14.442 -6.534 -25.727
O 0.556 -16.197 -23.659
H 7.619 -19.036 -28.768
H 5.174 -19.798 -23.822
H -1.434 -16.560 -25.941
H -0.048 -18.980 -23.104
H 10.946 -17.666 -27.838
H 8.834 -12.254 -21.965
S 10.080 -10.256 -30.555
N 10.722 -17.140 -21.271
C 8.137 -5.785 -20.801
H 10.642 -9.900 -28.176
H 9.031 -14.797 -13.827
H 10.469 -16.447 -20.581
H 8.277 -18.458 -27.308
H 14.730 -11.862 -18.789
H 10.274 -19.737 -23.144
H 6.751 -14.053 -14.603
H 3.590 -15.621 -31.813
H 3.770 -15.958 -27.432
O 14.300 -9.246 -17.978
H 10.062 -16.414 -26.941
C 3.938 -21.369 -24.547
H 10.559 -7.340 -19.262

Cartesian forces, eV/Å:
H 0.12 0.09 -0.04
C 0.60 -0.87 1.96
H -0.32 0.15 0.00
H -0.04 0.21 -0.59
C 1.12 0.68 -0.03
H 0.25 -0.04 0.14
C 0.43 0.05 0.76
H -0.26 0.09 0.39
H -0.06 -0.11 -0.14
S -0.07 0.40 -1.38
H -0.14 -0.20 -0.23
H 0.18 0.35 0.78
H -0.04 0.05 -0.35
H 0.21 -0.31 -0.06
N -2.14 0.88 -0.53
O -1.25 0.62 2.64
N -0.37 1.61 1.69
H -0.12 -0.20 -0.11
H -0.58 0.11 0.27
H 0.14 -0.58 0.02
H -0.02 0.19 0.04
H -0.16 0.25 -0.07
C -1.75 -0.40 0.02
C 0.41 1.09 0.50
S 2.23 -1.34 -1.61
H -0.04 -0.64 0.40
H 0.04 0.11 0.00
C -0.50 0.47 -0.10
H 0.35 -0.67 0.16
H -0.01 -0.36 0.19
C 0.13 0.28 -0.33
H -0.05 0.24 0.03
C 0.54 -0.24 1.01
C -0.38 0.21 -0.01
C 0.39 -0.60 -0.31
H -0.09 0.02 -0.21
C -0.78 0.63 -1.21
C 0.89 -0.62 1.36
C 0.91 -1.33 0.77
C -0.27 0.42 -1.07
C -0.07 -0.23 -0.13
C 0.06 1.27 -0.16
H 0.09 0.32 0.21
H -0.28 0.12 -0.36
H -0.64 0.60 -0.27
C -0.15 0.41 -0.18
H 0.45 0.08 0.55
C 1.30 0.18 -0.30
H -0.24 0.30 0.03
H -0.08 -0.24 -0.19
N -0.56 -0.73 -0.42
S 1.83 0.71 -1.31
S 0.11 -0.97 -0.32
S 0.66 -2.02 -0.08
H -0.14 -0.34 -0.45
H 0.00 0.07 -0.10
C 0.61 -0.59 0.46
H -0.01 0.05 -0.46
O -0.66 -1.34 0.72
C 0.93 -0.57 -2.80
H 0.09 -0.18 -0.52
C -1.12 1.21 0.78
C 0.87 0.27 -0.27
H 0.23 0.64 -0.38
N -0.16 1.20 -0.79
H 0.19 0.24 -0.33
H -0.03 0.33 -0.51
H 0.21 -0.05 0.02
C -0.14 1.78 -1.64
H -0.30 0.04 -0.29
C -0.22 -1.16 0.75
H -0.16 0.21 -0.17
H -0.37 0.35 -0.25
H 0.35 0.02 0.23
H -0.48 -0.14 -0.34
C -0.45 1.92 0.52
C -0.03 0.76 0.53
H 0.55 0.42 0.43
C 0.10 2.56 -0.21
C -0.67 -0.12 -0.30
O -0.66 1.04 1.76
N 0.63 -1.58 -0.24
O -0.29 0.03 2.20
C 1.43 -1.86 0.99
H 0.66 -0.19 0.01
H -0.40 -0.07 0.05
H 0.34 0.10 0.07
H 0.09 -0.56 -0.26
C 0.04 -1.07 -0.99
H 0.19 0.14 0.05
H 0.20 -0.19 -0.05
H -0.47 0.29 0.00
C -0.60 -0.65 -0.63
C -1.27 -1.03 1.33
H -0.07 0.26 0.10
C -2.41 -0.56 1.55
C -0.40 -1.05 0.22
O -0.40 -0.41 0.34
H -0.27 0.69 -0.51
H 0.02 -0.14 0.24
H -0.36 -0.08 0.17
H 0.00 0.00 0.35
H -0.16 -0.10 -0.04
H -0.54 -0.11 -0.05
S 1.49 1.82 -0.43
N 1.33 0.85 0.68
C 0.62 -0.49 0.45
H -0.40 -0.34 -0.14
H -0.39 -0.12 -0.58
H 0.30 -0.16 -0.03
H 0.59 -0.01 0.15
H 0.15 -0.01 0.25
H 0.03 -0.07 0.19
H 0.01 -0.02 -0.01
H 0.46 -0.05 0.12
H -0.04 -0.26 -0.20
O -0.97 -1.80 1.24
H 0.04 0.23 -0.12
C 0.42 -1.02 -4.59
H -0.13 0.49 -0.09

energy above the lowest of the compared OMol25 structures with the same formula, charge and spin	3.943	eV
frontier orbital gap	7.80	eV
HOMO level	-7.936	eV